Entry 1:
A single C3H7NOS molecule at a distorted geometry. Source: the OMol25 dataset; level of theory: ωB97M-V/def2-TZVPD.

The geometry in XYZ format:
```
13
C3H7NOS | the OMol25 dataset | ωB97M-V/def2-TZVPD
N -0.81019 0.50902 1.36050
C -0.29005 0.10252 0.06140
C -1.01429 -1.02144 -0.57767
O -2.15063 -1.29524 -0.25740
C 1.22735 -0.09016 0.04981
S 2.12999 0.70829 -1.31716
H -0.67411 -0.30926 1.94756
H -1.79400 0.75035 1.34312
H -0.40337 0.95863 -0.63780
H -0.63553 -1.40065 -1.53270
H 1.57032 0.36596 0.99890
H 1.46272 -1.14560 0.00209
H 1.38178 1.86758 -1.44066
```

The energy relative to the best compared isomer or geometry (same formula, charge and spin) comes out at 1.491 eV. The calculation puts the orbital gap at 9.84 eV. The total energy comes out at -17596.438 eV. The SMILES is N[C@H](C=O)CS. Its charge is 0.

Atomic partial charges in e from the Löwdin method, atoms 1 to 6: 0.05, -0.47, -0.23, 0.05, -0.54, 0.68

***

Entry 2:
A molecular structure, C35H30I2MoNO3PS4 at a distorted geometry. Source: the OMol25 dataset; level of theory: ωB97M-V/def2-TZVPD.

The geometry in XYZ format:
```
77
C35H30I2MoNO3PS4 | the OMol25 dataset | ωB97M-V/def2-TZVPD
Mo 0.16306 1.13282 0.32423
I -1.09524 6.12105 0.26713
C 0.74793 5.24719 -0.03585
C 1.88726 6.04809 -0.32563
C 3.13348 5.50433 -0.49861
I 4.73405 6.76052 -0.89990
C 3.32358 4.08776 -0.40143
C 4.54354 3.38829 -0.52118
C 4.55823 2.02335 -0.37831
C 3.35740 1.33428 -0.14504
N 2.20029 1.95907 -0.04914
C 2.18704 3.31320 -0.14877
C 0.91898 3.89573 0.05105
O -0.04922 3.00115 0.33911
H 1.75035 7.11757 -0.39898
H 5.45594 3.93269 -0.71998
H 5.47860 1.46385 -0.45386
H 3.34736 0.25423 -0.05132
C -0.29065 3.01959 3.46609
S 0.48084 1.43446 3.72822
C -0.94452 0.48248 4.22506
O 0.89467 0.92060 2.33755
H -0.62849 3.38477 4.43435
H -1.12106 2.93370 2.76634
H 0.47482 3.68622 3.07294
H -1.33592 0.93637 5.13388
H -0.60639 -0.52773 4.44401
H -1.69584 0.47649 3.43978
S -0.59137 0.89801 -1.95888
P -2.40924 0.39656 -1.17931
S -2.17006 0.82747 0.81316
C -3.78158 1.28345 -1.90644
C -4.65042 2.01705 -1.10289
C -5.72047 2.68601 -1.67807
C -5.91508 2.63100 -3.04946
C -5.04193 1.90677 -3.85318
C -3.97766 1.23184 -3.28670
C -2.67436 -1.36511 -1.40428
C -2.42315 -1.92008 -2.66023
C -2.72851 -3.24797 -2.89913
C -3.26390 -4.03079 -1.88348
C -3.49495 -3.48503 -0.62984
C -3.21019 -2.14986 -0.38943
H -4.49941 2.07058 -0.03295
H -6.39911 3.25019 -1.05452
H -6.74740 3.15515 -3.49724
H -5.19277 1.86940 -4.92265
H -3.30444 0.67420 -3.92659
H -1.98843 -1.32263 -3.45231
H -2.55019 -3.67113 -3.87772
H -3.50393 -5.06737 -2.07117
H -3.91480 -4.09483 0.15760
H -3.41284 -1.72357 0.58648
O 0.73601 -0.78031 0.25165
S 0.97916 -1.89270 1.32632
C 0.56140 -3.34642 0.42121
C 0.42989 -3.33313 -0.95894
C 0.15340 -4.53359 -1.59609
C 0.01221 -5.70183 -0.86100
C 0.12761 -5.68753 0.52241
C 0.39993 -4.49883 1.17990
C 2.73122 -1.96836 1.46477
C 3.27380 -1.53892 2.66846
C 4.65446 -1.53930 2.81826
C 5.45878 -1.96277 1.77172
C 4.90114 -2.39402 0.57096
C 3.52818 -2.40682 0.40945
H 0.52584 -2.40930 -1.51392
H 0.04751 -4.55416 -2.67106
H -0.19674 -6.63232 -1.36969
H 0.00437 -6.59906 1.08800
H 0.48431 -4.47570 2.25834
H 2.63097 -1.20885 3.47232
H 5.09680 -1.21760 3.74987
H 6.53286 -1.97116 1.89387
H 5.54115 -2.73726 -0.22925
H 3.08187 -2.76145 -0.51013
```

The calculation puts the orbital gap (spin up / spin down) at 6.58 / 6.59 eV. The total energy comes out at -115091.017 eV. Its charge is +2.

Atomic partial charges in e from the Löwdin method, atoms 1 to 6: 1.23, 1.02, -0.65, -0.19, -0.65, 1.02

***

Entry 3:
8 unconnected molecules or ions with the total composition C71H156N4O5P2 at a distorted geometry. Source: the OMol25 dataset; level of theory: ωB97M-V/def2-TZVPD.

The geometry in XYZ format:
```
238
C71H156N4O5P2 | the OMol25 dataset | ωB97M-V/def2-TZVPD
C -0.31234 4.35048 -9.51610
C -1.37736 5.22537 -10.31268
C -1.19743 5.39986 -11.84281
C -2.22664 6.41893 -12.46857
N -2.20628 6.42727 -14.02428
C -2.99994 7.67754 -14.49082
C -2.44616 8.07594 -15.79531
C -1.16072 7.22787 -16.02291
C -0.85365 6.68171 -14.63411
C -2.85961 5.15091 -14.62151
H 0.46205 3.93223 -10.15914
H -0.70236 3.46455 -9.01499
H 0.07049 5.02864 -8.75345
H -1.29100 6.16874 -9.77351
H -2.39051 4.87676 -10.11246
H -1.21640 4.43523 -12.35000
H -0.18744 5.73353 -12.08090
H -2.05244 7.46386 -12.21188
H -3.24535 6.09744 -12.25189
H -4.04472 7.37694 -14.56931
H -2.63570 8.46662 -13.83294
H -3.14888 8.10392 -16.62809
H -2.31363 9.15692 -15.75034
H -1.14826 6.45113 -16.78752
H -0.27148 7.84890 -16.13098
H -0.22344 5.80365 -14.77530
H -0.28452 7.41226 -14.05923
H -3.87431 5.14826 -14.22340
H -2.45879 4.26330 -14.13203
H -2.96986 5.12629 -15.70563
C 15.19550 -6.08487 4.00841
C 14.58218 -5.13013 5.00476
C 13.09263 -4.59884 4.96751
C 12.60618 -3.72131 3.70323
N 11.06842 -3.43983 3.58480
C 10.87936 -2.74574 2.24982
C 9.50155 -2.24834 2.33549
C 9.21891 -2.02065 3.86918
C 10.54054 -2.38792 4.59735
C 10.42138 -4.84952 3.75165
H 16.27143 -6.09995 4.18226
H 15.00033 -5.89199 2.95351
H 14.76599 -7.07084 4.18594
H 15.24323 -4.26680 5.08070
H 14.73043 -5.67983 5.93424
H 12.98950 -3.91365 5.80892
H 12.46785 -5.48060 5.10977
H 12.85083 -4.16991 2.74041
H 13.17732 -2.79306 3.68710
H 11.09970 -3.39000 1.39866
H 11.55969 -1.89886 2.16032
H 8.79622 -2.97793 1.93765
H 9.53064 -1.30287 1.79387
H 8.27644 -2.41672 4.24731
H 9.02898 -0.94791 3.90472
H 10.45968 -2.77902 5.61154
H 11.30340 -1.60959 4.61653
H 10.85170 -5.65779 3.16035
H 9.36795 -4.63407 3.57295
H 10.45592 -4.94761 4.83667
C 2.20010 -9.44227 9.04627
C 3.05127 -8.36365 8.38731
C 2.89764 -6.92548 8.68036
C 1.45169 -6.40811 8.89155
N 1.38944 -4.96925 9.40679
C 2.13612 -3.93345 8.58736
C 3.53624 -3.71738 9.17253
C 3.35575 -4.00479 10.65238
C 2.05188 -4.79908 10.79878
C -0.09502 -4.49306 9.46866
H 1.93836 -9.21070 10.07872
H 2.55440 -10.46327 8.90435
H 1.21698 -9.47601 8.57676
H 2.95423 -8.33134 7.30212
H 4.08554 -8.56118 8.66903
H 3.35376 -6.45380 7.80998
H 3.69834 -6.55650 9.32132
H 0.99141 -7.05700 9.63666
H 0.82227 -6.44996 8.00263
H 1.61045 -2.98635 8.70893
H 2.10790 -4.32039 7.56875
H 3.86672 -2.70484 8.94090
H 4.28280 -4.40941 8.78288
H 3.21246 -3.00193 11.05467
H 4.22435 -4.49765 11.08910
H 1.36019 -4.64056 11.62614
H 2.26198 -5.84797 11.00805
H -0.61105 -5.13426 10.18327
H -0.47583 -4.41096 8.45065
H -0.11537 -3.49850 9.91425
C -6.75215 3.03345 0.81168
C -6.59407 4.54824 0.56319
C -7.03965 4.90607 -0.87334
C -7.24694 6.50084 -0.86436
N -7.92942 6.98133 -2.21360
C -7.23579 6.39906 -3.52504
C -6.09456 7.30741 -3.85109
C -6.37607 8.68809 -3.23200
C -7.67137 8.47876 -2.41828
C -9.44075 6.69400 -2.19111
H -6.00290 2.53522 0.19645
H -7.76205 2.64134 0.69151
H -6.60670 2.72454 1.84683
H -5.62825 4.95848 0.85816
H -7.20814 4.95420 1.36706
H -7.98996 4.43748 -1.12917
H -6.42968 4.59428 -1.72117
H -6.28035 6.99264 -0.75504
H -7.94320 6.76294 -0.06773
H -7.95163 6.43770 -4.34613
H -6.83606 5.38607 -3.57137
H -5.92107 7.39246 -4.92383
H -5.16231 6.92011 -3.43999
H -6.67122 9.37494 -4.02525
H -5.56660 8.95203 -2.55143
H -8.59807 8.90536 -2.80212
H -7.61194 8.81434 -1.38292
H -9.93331 7.15274 -1.33376
H -9.64114 5.62297 -2.21974
H -9.89510 7.15054 -3.07045
C 6.45076 5.91865 6.56934
C 5.12829 5.90773 7.33308
C 4.05848 6.88201 6.62383
C 3.95793 6.67191 5.14324
P 2.59038 7.62924 4.30968
C 0.99979 7.25771 5.20506
C 0.83023 5.71632 5.37368
C -0.36490 5.16855 6.27838
C -0.12532 5.55156 7.75722
C 3.00325 9.38750 4.40337
C 2.34959 10.07232 5.69108
C 2.95940 11.36490 6.07023
C 2.65360 12.46958 5.08831
C 2.49986 6.96709 2.55435
C 3.69906 7.16087 1.59226
C 3.72909 8.43262 0.89674
C 2.77628 8.47438 -0.18923
H 6.44960 5.47585 5.57335
H 7.16751 5.38844 7.19644
H 6.84743 6.93389 6.56301
H 5.31082 6.44558 8.26340
H 4.64830 4.93267 7.41652
H 4.44635 7.88950 6.77424
H 3.20423 6.88150 7.30086
H 3.75495 5.62496 4.91784
H 4.86649 6.91483 4.59223
H 0.31524 7.62600 4.44095
H 0.86766 7.78654 6.14898
H 1.75993 5.30692 5.76885
H 0.51417 5.37106 4.38930
H -0.73623 4.15067 6.15939
H -1.18251 5.75203 5.85509
H 0.56307 4.87507 8.26375
H -0.99836 5.66613 8.39970
H 0.40170 6.48790 7.94060
H 2.75822 9.78361 3.41791
H 4.07881 9.48148 4.55316
H 2.53321 9.32852 6.46642
H 1.27621 10.24868 5.62171
H 3.99620 11.19313 6.35941
H 2.58634 11.73847 7.02385
H 1.59391 12.28555 4.91140
H 3.14436 12.27241 4.13522
H 2.73557 13.48228 5.48307
H 1.61783 7.42350 2.10514
H 2.09730 5.95507 2.51088
H 3.84251 6.35540 0.87199
H 4.67043 7.11958 2.08507
H 4.76139 8.65723 0.62837
H 3.53682 9.34836 1.45578
H 1.77923 8.05315 -0.06056
H 3.32169 8.06350 -1.03882
H 2.49480 9.46896 -0.53515
C -6.78287 -5.48779 -3.47497
C -6.55235 -6.68698 -2.53782
C -7.45007 -7.81416 -2.99159
C -6.99215 -8.52842 -4.26049
P -5.66217 -9.71562 -4.34286
C -4.13229 -8.78597 -3.85889
C -3.80025 -7.57934 -4.76048
C -2.60014 -6.74437 -4.23296
C -2.55006 -5.33629 -4.86145
C -5.61779 -10.45944 -5.97375
C -5.64824 -9.55646 -7.18168
C -5.86281 -10.37069 -8.49159
C -6.20306 -9.67039 -9.77457
C -6.05490 -11.07235 -3.14035
C -5.60063 -10.93864 -1.68034
C -4.12696 -11.20827 -1.36814
C -3.53107 -11.46917 0.09554
H -7.76414 -5.01399 -3.50198
H -6.53385 -5.72132 -4.51013
H -6.08287 -4.72546 -3.13296
H -6.97222 -6.46243 -1.55731
H -5.50938 -6.87101 -2.28004
H -8.35997 -7.22607 -3.11128
H -7.81068 -8.49055 -2.21663
H -6.78028 -7.92456 -5.14284
H -7.85731 -9.10023 -4.59610
H -3.23491 -9.38885 -3.71978
H -4.19980 -8.29071 -2.89025
H -4.56646 -6.80420 -4.74741
H -3.61775 -7.90112 -5.78579
H -1.66716 -7.21111 -4.54887
H -2.62859 -6.58371 -3.15523
H -1.74977 -4.75781 -4.39995
H -3.45138 -4.77651 -4.61170
H -2.49155 -5.35369 -5.94975
H -6.45419 -11.15839 -5.97618
H -4.76596 -11.13865 -5.93943
H -4.73960 -8.98628 -7.37500
H -6.45911 -8.84166 -7.04142
H -6.70912 -11.02917 -8.29597
H -5.02126 -11.05368 -8.60743
H -5.45771 -8.88722 -9.91299
H -7.24443 -9.36069 -9.86256
H -5.95763 -10.30624 -10.62520
H -5.32594 -11.82817 -3.43266
H -7.08325 -11.40179 -3.28886
H -6.08178 -11.55296 -0.91929
H -5.85300 -9.91075 -1.41987
H -3.51310 -10.57639 -2.01003
H -3.88498 -12.15661 -1.84792
H -2.45788 -11.27872 0.08528
H -3.73991 -12.51386 0.32598
H -4.02680 -10.91152 0.89011
C -0.33038 0.16325 0.22812
C -0.02365 -0.09701 1.71251
O -0.91086 -0.44617 2.55981
O 1.13694 0.18611 2.09353
H 0.56440 0.20215 -0.39314
H -0.76838 1.15949 0.28942
H -0.96840 -0.57867 -0.25209
O -3.68806 -5.07399 3.78376
C -4.74986 -5.29666 4.60422
O -5.19891 -6.40549 4.95971
O -5.52784 -4.55382 5.13690
H -3.59616 -4.15755 4.05450
```

The energy relative to the best compared isomer or geometry (same formula, charge and spin) comes out at 4.428 eV. The calculation puts the orbital gap at 1.89 eV. The total energy comes out at -110890.589 eV. Its charge is +4.

Atomic partial charges in e from the Löwdin method, atoms 1 to 6: -0.08, -0.23, -0.17, -0.07, -0.24, -0.10